a:
22
Properties=species:S:1:pos:R:3 method="wB97M-V/def2-TZVPD" total_charge=0 gap_ev=8.04 lumo_ev=0.5 smiles="CN(C)/N=N/c1ccccc1"
C -3.213 -1.194 0.173
N -2.326 -0.060 -0.207
C -2.825 1.312 0.092
N -1.067 -0.429 -0.151
N -0.279 0.515 -0.529
C 0.988 0.159 -0.295
C 1.903 1.296 -0.201
C 3.217 1.082 0.106
C 3.730 -0.199 0.273
C 2.923 -1.353 -0.072
C 1.549 -1.178 -0.318
H -4.107 -1.301 -0.541
H -2.583 -2.043 0.102
H -3.386 -0.923 1.264
H -3.912 1.361 0.149
H -2.420 1.563 1.086
H -2.480 2.081 -0.661
H 1.497 2.306 -0.425
H 3.939 1.791 0.313
H 4.761 -0.384 0.451
H 3.261 -2.469 -0.195
H 0.829 -1.932 -0.414


b:
22
Properties=species:S:1:pos:R:3 method="wB97M-V/def2-TZVPD" total_charge=0 gap_ev=8.84 lumo_ev=0.5 smiles="C/C=N/C(=C1CC1)N(C)C#N"
C -1.608 1.154 3.172
C -1.173 0.445 1.943
N -0.648 1.035 0.948
C 0.015 0.598 -0.293
C 0.409 -0.628 -0.675
C 1.225 -1.531 -1.511
C 0.510 -2.017 -0.274
N 0.280 1.820 -1.086
C 1.166 1.818 -2.247
C 0.348 2.936 -0.350
N 0.493 3.967 0.133
H -2.620 1.455 2.923
H -0.988 2.101 3.390
H -1.610 0.493 3.923
H -1.695 -0.442 1.686
H 0.609 -1.871 -2.494
H 2.386 -1.443 -1.637
H 1.209 -2.209 0.495
H -0.356 -2.844 -0.305
H 2.081 2.318 -1.834
H 1.456 0.821 -2.645
H 0.853 2.471 -2.939


a comes first in stability; the runner-up is 44.7 kcal/mol higher.


a:
10
Properties=species:S:1:pos:R:3 method="wB97M-V/def2-TZVPD" total_charge=0 gap_ev=10.81 lumo_ev=0.9 smiles="C=CF.P"
C 0.824 2.372 1.505
C -0.132 1.728 0.849
F -0.768 2.208 -0.172
H 1.104 3.317 1.169
H 1.328 1.671 2.240
H -0.623 0.791 1.131
P 0.943 -3.107 -0.886
H -0.261 -2.582 -1.508
H 1.666 -2.080 -1.280
H 1.366 -3.784 -2.101


b:
10
Properties=species:S:1:pos:R:3 method="wB97M-V/def2-TZVPD" total_charge=0 gap_ev="8.21 / 8.06" lumo_ev="-0.1 / 0.0"
C 0.820 -1.481 0.256
C -0.954 1.474 -0.100
F -2.372 -0.643 -0.585
P -1.541 -0.089 0.709
H 1.013 -1.902 1.221
H 1.448 -0.669 -0.054
H 0.465 -2.143 -0.509
H 0.028 1.733 0.287
H -1.640 2.291 0.126
H -0.907 1.327 -1.178


b comes first in stability; the runner-up is 10.0 kcal/mol higher.


a:
88
Properties=species:S:1:pos:R:3 method="wB97M-V/def2-TZVPD" total_charge=0 gap_ev=11.30 lumo_ev=0.1
C 0.599 6.083 -4.672
C 1.996 6.403 -4.126
O 2.800 5.326 -4.585
S 1.934 3.998 -4.449
O 1.867 3.630 -3.081
O 2.373 3.080 -5.421
O 0.557 4.672 -4.894
H 0.331 6.638 -5.572
H -0.173 6.370 -3.955
H 1.932 6.458 -3.034
H 2.418 7.362 -4.410
C -0.421 2.499 6.585
C -1.335 2.865 5.441
O -0.501 3.528 4.529
S 1.029 3.025 4.673
O 1.833 4.092 5.096
O 1.360 2.314 3.498
O 0.744 2.011 5.859
H -0.779 1.693 7.217
H -0.043 3.330 7.179
H -2.197 3.432 5.799
H -1.813 1.953 5.063
C 5.439 1.190 0.868
C 5.944 2.313 -0.042
O 5.260 3.505 0.402
S 4.103 3.142 1.430
O 2.994 2.720 0.654
O 3.966 4.049 2.477
O 4.846 1.846 1.979
H 6.136 0.418 1.177
H 4.644 0.645 0.346
H 5.639 2.196 -1.081
H 7.008 2.536 -0.021
C -1.489 -5.530 0.217
C -0.661 -6.512 1.051
O -0.032 -7.420 0.165
S -0.491 -7.226 -1.343
O -1.561 -8.090 -1.655
O 0.661 -7.175 -2.160
O -1.063 -5.747 -1.151
H -1.254 -4.496 0.459
H -2.572 -5.649 0.228
H -1.234 -7.027 1.821
H 0.072 -5.934 1.618
C 0.340 0.845 0.932
C 0.751 1.000 -0.522
O -0.217 0.217 -1.262
S -1.239 -0.531 -0.311
O -1.384 -1.888 -0.662
O -2.375 0.311 -0.154
O -0.339 -0.410 0.997
H -0.222 1.674 1.366
H 1.204 0.790 1.593
H 1.750 0.627 -0.733
H 0.678 2.022 -0.884
C 2.395 -4.625 -0.944
C 1.667 -3.562 -1.770
O 1.459 -2.491 -0.823
S 2.295 -2.724 0.509
O 1.467 -3.337 1.490
O 3.009 -1.565 0.853
O 3.243 -3.843 -0.109
H 2.980 -5.302 -1.557
H 1.642 -5.194 -0.399
H 0.684 -3.925 -2.059
H 2.281 -3.197 -2.588
C -2.982 -3.299 -3.123
C -2.909 -4.512 -4.077
O -4.185 -5.162 -3.975
S -4.877 -4.847 -2.590
O -4.398 -5.761 -1.622
O -6.262 -4.679 -2.762
O -4.218 -3.410 -2.416
H -3.000 -2.381 -3.705
H -2.170 -3.329 -2.402
H -2.148 -5.226 -3.757
H -2.750 -4.291 -5.127
C -4.010 2.268 2.170
C -3.225 3.150 1.220
O -3.981 4.359 1.190
S -4.479 4.661 2.672
O -5.819 5.097 2.621
O -3.522 5.425 3.382
O -4.421 3.135 3.214
H -3.375 1.445 2.493
H -4.844 1.843 1.607
H -3.130 2.750 0.218
H -2.233 3.361 1.627


b:
88
Properties=species:S:1:pos:R:3 method="wB97M-V/def2-TZVPD" total_charge=0 gap_ev=11.24 lumo_ev=0.1
C 0.695 0.001 -1.255
C -0.718 0.281 -0.788
O -0.723 -0.212 0.567
S -0.015 -1.636 0.447
O -0.832 -2.495 -0.336
O 0.448 -2.116 1.694
O 1.207 -1.043 -0.373
H 1.377 0.829 -1.062
H 0.850 -0.251 -2.301
H -1.481 -0.293 -1.319
H -0.988 1.325 -0.892
C 3.395 -3.538 2.774
C 3.722 -2.607 1.621
O 4.036 -1.345 2.243
S 4.785 -1.611 3.606
O 4.316 -0.677 4.553
O 6.175 -1.758 3.394
O 4.145 -3.043 3.888
H 3.684 -4.546 2.482
H 2.343 -3.518 3.053
H 2.917 -2.409 0.923
H 4.595 -2.924 1.046
C -4.312 2.621 0.626
C -2.867 3.056 0.932
O -2.236 3.246 -0.344
S -3.264 3.102 -1.542
O -2.671 2.402 -2.616
O -3.895 4.341 -1.813
O -4.256 2.161 -0.729
H -4.962 3.488 0.718
H -4.620 1.767 1.219
H -2.276 2.334 1.491
H -2.854 3.995 1.482
C 0.734 1.730 -4.843
C 2.117 2.261 -4.590
O 1.927 3.329 -3.637
S 0.492 3.314 -2.954
O -0.284 4.390 -3.440
O 0.641 3.090 -1.569
O -0.028 1.988 -3.663
H 0.574 0.695 -5.136
H 0.230 2.271 -5.654
H 2.579 2.718 -5.465
H 2.878 1.576 -4.216
C 0.695 0.226 5.418
C 1.267 1.183 4.383
O 0.213 1.330 3.423
S -1.208 0.919 3.979
O -1.623 -0.243 3.277
O -2.064 2.035 4.077
O -0.703 0.523 5.432
H 1.067 0.367 6.429
H 0.876 -0.818 5.151
H 2.129 0.811 3.836
H 1.530 2.133 4.852
C -3.865 -2.293 2.955
C -4.039 -3.267 1.785
O -5.314 -2.899 1.260
S -6.276 -2.387 2.423
O -7.178 -3.403 2.817
O -6.747 -1.103 2.060
O -5.152 -2.276 3.555
H -3.675 -1.338 2.461
H -3.064 -2.579 3.624
H -4.077 -4.304 2.121
H -3.271 -3.110 1.034
C 6.094 1.048 -0.145
C 4.626 0.636 -0.058
O 3.958 1.337 -1.104
S 4.756 2.624 -1.605
O 4.154 3.785 -1.121
O 4.985 2.467 -2.991
O 6.068 2.346 -0.776
H 6.800 0.390 -0.647
H 6.489 1.265 0.846
H 4.231 0.968 0.904
H 4.416 -0.421 -0.181
C -3.026 -2.542 -3.794
C -2.918 -1.188 -4.487
O -1.510 -0.942 -4.522
S -0.696 -2.298 -4.693
O 0.325 -2.358 -3.716
O -0.393 -2.512 -6.054
O -1.866 -3.270 -4.238
H -3.905 -3.105 -4.092
H -2.958 -2.432 -2.712
H -3.385 -0.402 -3.898
H -3.346 -1.196 -5.490


b comes first in stability; the runner-up is 9.2 kcal/mol higher.


a:
15
Properties=species:S:1:pos:R:3 method="wB97M-V/def2-TZVPD" total_charge=-1 gap_ev=6.13 lumo_ev=3.7 smiles=NCNCC[S-]
N -3.310 1.436 -0.507
C -2.122 0.434 -1.085
N -1.208 -0.043 -0.108
C 0.218 0.114 -0.143
C 1.033 -0.789 0.751
S 2.837 -0.706 0.546
H -2.724 2.410 -0.626
H -2.902 1.265 0.414
H -2.630 -0.322 -1.714
H -1.489 0.990 -1.767
H -1.332 0.278 0.911
H 0.645 1.151 -0.167
H 0.515 -0.420 -1.147
H 0.722 -1.828 0.778
H 0.663 -0.532 1.748


b:
15
Properties=species:S:1:pos:R:3 method="wB97M-V/def2-TZVPD" total_charge=-1 gap_ev=6.59 lumo_ev=4.2 smiles=NC[C@H](N)C[S-]
N -0.059 1.497 1.670
C -0.652 0.368 0.976
C 0.276 -0.322 -0.093
N 0.953 0.721 -0.867
C -0.551 -1.262 -0.952
S 0.448 -2.612 -1.676
H 0.452 2.031 0.969
H 0.611 1.177 2.356
H -1.590 0.655 0.496
H -0.812 -0.439 1.687
H 1.054 -0.842 0.461
H 1.875 0.419 -1.146
H 0.438 0.889 -1.733
H -1.436 -1.608 -0.390
H -1.007 -0.671 -1.757


b comes first in stability; the runner-up is 54.7 kcal/mol higher.